[1]
2 unconnected molecules or ions with the total composition C3H4NS3 at a distorted geometry, computed with ωB97M-V/def2-TZVPD.

Cartesian coordinates (Å):
C -1.4230 -0.0924 0.2211
C 0.3740 1.3933 -0.6203
C 0.2209 -1.8398 1.0784
N -0.5873 0.8069 0.0156
S -2.8312 -0.4612 0.7830
S 1.5014 2.2024 0.2267
S 0.3264 1.6914 -2.4542
H -0.4030 -2.0534 1.9653
H 0.2790 -2.6305 0.3751
H 0.9066 -1.0541 1.0980
H 1.6363 2.0374 -2.6887

Properties
* E_tot: -37169.1059 eV
* highest occupied orbital energy (spin up / spin down): -1.946 / -4.038 eV
* net charge: -1
* M: 150.3 g/mol
* HOMO-LUMO gap (spin up / spin down): 5.156 / 6.923 eV
* max |F|: 0.07569 Eh/bohr
* 2S+1: 3


[2]
A single C2H3ClO2S molecule at a distorted geometry, computed with ωB97M-V/def2-TZVPD.

Cartesian coordinates (Å):
C 0.7416 0.3552 -0.5361
C 0.3086 -0.5717 0.6498
O -1.1717 1.6388 0.8487
O -1.9679 0.0489 -1.0173
S -0.9660 0.5443 -0.0888
Cl 0.1133 -2.2751 0.0770
H 1.6450 0.9436 -0.2554
H 0.6850 -0.2215 -1.4411
H 0.6121 -0.4624 1.7633

Properties
* E_tot: -29572.2987 eV
* highest occupied orbital energy: -10.093 eV
* energy relative to the best compared isomer or geometry (same formula, charge and spin): 2.416 eV
* M: 126.6 g/mol
* HOMO-LUMO gap: 10.483 eV
* max |F|: 0.04588 Eh/bohr
* SMILES: O=S1(=O)C[C@@H]1Cl
* 2S+1: 1


[3]
A molecular structure, C49H50BClF5N6O10RbS2 at a distorted geometry, computed with ωB97M-V/def2-TZVPD.

Cartesian coordinates (Å):
Rb 0.8905 1.6013 -0.3423
O 1.3678 5.0895 -5.0130
C 0.8741 4.1738 -4.3530
N 0.4517 4.2152 -3.0897
C -0.1402 5.2598 -2.5263
O -0.8956 6.0853 -3.0548
C 0.1270 5.4314 -1.0362
C -0.5053 6.4924 -0.3852
C -0.2545 6.7146 0.9552
C 0.6470 5.8843 1.6078
C 1.2444 4.8705 0.8766
N 0.9877 4.6354 -0.4063
C 0.7734 2.8149 -5.0221
C 0.7802 2.7340 -6.3695
C 0.9063 1.4482 -7.0289
C 0.8844 0.3014 -6.3445
C 0.6021 0.3325 -4.8773
N 0.5402 1.6779 -4.2757
H -1.1823 7.1109 -0.9560
H -0.7450 7.5225 1.4854
H 0.8792 6.0220 2.6569
H 1.9839 4.2214 1.3408
H 0.8011 3.6491 -6.9406
H 1.1061 1.4434 -8.0954
H 1.1189 -0.6576 -6.7895
H -0.3088 -0.2255 -4.6268
O 2.6384 1.5545 2.0296
S 3.4884 1.5900 3.2427
C 2.3627 2.1307 4.6083
C 1.1187 1.2570 4.6758
C -0.1651 2.0355 4.9873
C -0.6068 2.9417 3.8426
S -1.2561 2.1294 2.2730
O -0.2536 1.0720 1.9883
C -2.5950 1.2910 3.1551
C -3.5902 2.0120 3.7963
C -4.6089 1.3432 4.4545
C -4.6479 -0.0447 4.4499
C -3.6671 -0.7587 3.7775
C -2.6377 -0.0921 3.1304
C 3.6080 -0.1097 3.8497
C 2.9591 -1.1166 3.1625
C 3.0170 -2.4151 3.6492
C 3.7303 -2.6938 4.8054
C 4.3975 -1.6767 5.4790
C 4.3413 -0.3788 4.9974
H 2.1275 3.1651 4.3485
H 2.9448 2.1321 5.5315
H 1.2618 0.4646 5.4131
H 0.9728 0.7874 3.7070
H -0.0224 2.6337 5.8960
H -0.9630 1.3182 5.1969
H 0.2206 3.5460 3.4630
H -1.4042 3.6175 4.1582
H -3.5854 3.0952 3.7622
H -5.3831 1.9030 4.9655
H -5.4469 -0.5642 4.9658
H -3.7046 -1.8411 3.7475
H -1.8696 -0.6359 2.5953
H 2.4007 -0.8861 2.2644
H 2.4916 -3.2017 3.1240
H 3.7726 -3.7081 5.1837
H 4.9583 -1.8956 6.3795
H 4.8591 0.4233 5.5128
C -6.7614 -3.2752 -0.8290
C -6.0974 -2.6354 -2.0507
C -6.0584 -3.5548 -3.2662
C -5.1790 -4.7677 -2.9861
C -3.8176 -4.3146 -2.5220
C -2.7122 -5.1227 -2.6847
C -1.4632 -4.6866 -2.2643
F -0.4117 -5.5192 -2.4328
C -1.2786 -3.4517 -1.7064
C -2.3817 -2.6106 -1.5374
C -2.1546 -1.2519 -0.9716
O -1.0019 -0.8703 -0.7800
C -3.3669 -0.5139 -0.6989
C -4.5566 -1.0233 -1.0847
N -4.7384 -2.2125 -1.7204
C -3.6580 -3.0466 -1.9278
C -3.4162 0.8387 0.0296
O -4.5334 1.1710 0.4573
O -2.3236 1.4507 0.1208
H -7.7670 -3.6241 -1.0730
H -6.8291 -2.5431 -0.0238
H -6.1708 -4.1153 -0.4623
H -6.6558 -1.7347 -2.3119
H -5.6335 -2.9962 -4.1040
H -7.0739 -3.8502 -3.5339
H -5.0757 -5.3763 -3.8859
H -5.6454 -5.3986 -2.2237
H -2.8086 -6.0990 -3.1443
H -0.2968 -3.1154 -1.3978
H -5.4530 -0.4540 -0.8679
O 4.9066 3.3610 1.1346
H 4.0860 2.8820 0.9470
H 5.5129 3.0061 0.4683
C 1.5503 -1.1381 -2.9416
C 1.7469 0.0196 -3.8866
N 3.0381 -0.0419 -4.4849
O 1.4626 1.3165 -3.2277
H 1.5743 -2.0708 -3.5065
H 0.6046 -1.0453 -2.4113
H 2.3675 -1.1528 -2.2215
H 3.1710 0.7343 -5.1255
H 3.7689 0.0102 -3.7769
O -0.0849 -1.8367 1.7342
H 0.0753 -0.9205 2.0131
H -0.1767 -1.7271 0.7722
F 5.4833 0.0490 -2.4577
B 5.6574 0.6587 -1.1947
F 6.1398 -0.3105 -0.2823
F 6.5609 1.7280 -1.2628
F 4.4009 1.1379 -0.7473
Cl 2.8182 -6.3816 0.3002
C 3.1788 -4.6971 0.0569
C 4.4058 -4.3134 -0.4605
C 4.6541 -2.9603 -0.6122
C 3.6620 -2.0582 -0.2494
N 2.4794 -2.4389 0.2275
C 2.2398 -3.7337 0.3877
H 5.1415 -5.0585 -0.7333
H 5.5933 -2.5912 -0.9993
H 3.8314 -0.9914 -0.3361
H 1.2728 -4.0047 0.8011

Properties
* E_tot: -130161.6854 eV
* highest occupied orbital energy: -2.773 eV
* energy relative to the best compared isomer or geometry (same formula, charge and spin): 3.659 eV
* net charge: -2
* M: 1173.8 g/mol
* HOMO-LUMO gap: 6.086 eV
* max |F|: 0.03483 Eh/bohr
* 2S+1: 1


[4]
2 unconnected molecules or ions with the total composition C4H13NO at a distorted geometry, computed with ωB97M-V/def2-TZVPD.

Cartesian coordinates (Å):
C -0.3577 0.6046 0.9956
N -0.2887 1.4632 -0.2003
C 1.5032 1.1249 -1.8631
C 0.0569 0.8056 -1.4624
C -0.9749 1.0655 -2.5556
H -1.1482 0.9382 1.6627
H 0.5449 0.8428 1.5675
H -0.4329 -0.4754 0.8593
H -1.1614 1.9650 -0.2565
H 1.9648 0.2970 -2.3993
H 2.0836 1.3292 -0.9615
H 1.5625 2.0311 -2.4518
H 0.0682 -0.2708 -1.2760
H -1.5989 0.1909 -2.6885
H -0.5487 1.3015 -3.5223
H -1.6788 1.8712 -2.3335
H 0.0090 -4.7192 4.9771
H -0.2072 -3.3712 4.4815
O 0.1453 -4.2168 4.1622

Properties
* E_tot: -7895.6881 eV
* highest occupied orbital energy: -8.560 eV
* energy relative to the best compared isomer or geometry (same formula, charge and spin): 0.973 eV
* M: 91.2 g/mol
* HOMO-LUMO gap: 9.376 eV
* max |F|: 0.03176 Eh/bohr
* SMILES: CNC(C)C.O
* 2S+1: 1


[5]
A molecular structure, C35H38ClCsN5O6SSbTe at a distorted geometry, computed with ωB97M-V/def2-TZVPD.

Cartesian coordinates (Å):
Cs -1.7005 0.0706 1.1634
C 1.3493 3.8504 -2.3093
C 1.1315 2.8871 -1.3048
N 1.4547 1.6208 -1.4362
C 2.0140 1.1959 -2.6001
C 2.2874 2.0987 -3.6711
C 1.9312 3.4535 -3.4774
C 2.8741 1.6416 -4.8754
C 3.1583 0.3032 -5.0028
C 2.8940 -0.6166 -3.9810
C 2.3089 -0.2366 -2.7535
N 1.9408 -1.0866 -1.7882
C 2.4304 -2.3141 -1.6272
C 3.7362 -2.7271 -1.9772
C 4.1800 -4.0414 -1.7997
C 3.3721 -5.0222 -1.2678
C 2.0682 -4.6688 -0.8460
C 1.1865 -5.6019 -0.2525
C -0.0421 -5.2032 0.1921
C -0.3986 -3.8472 0.0549
N 0.3820 -2.9512 -0.4999
C 1.5950 -3.3276 -0.9742
H 1.0508 4.8827 -2.1514
H 0.6555 3.1703 -0.3698
H 2.1196 4.1636 -4.2764
H 3.0751 2.3420 -5.6801
H 3.5955 -0.0569 -5.9290
H 3.1113 -1.6641 -4.1374
H 4.4010 -1.9858 -2.4011
H 5.1947 -4.2959 -2.0911
H 3.7154 -6.0456 -1.1554
H 1.5105 -6.6309 -0.1420
H -0.7290 -5.9001 0.6600
H -1.3579 -3.4950 0.4318
C -5.5069 7.2546 -2.9070
C -5.0947 6.0173 -2.1419
C -3.7490 5.6686 -2.0301
C -3.3634 4.5181 -1.3599
C -4.3313 3.6985 -0.7924
C -5.6755 4.0253 -0.8909
C -6.0504 5.1861 -1.5611
S -3.8068 2.2308 0.0895
O -5.0172 1.4994 0.4140
O -3.0625 2.7526 1.2169
N -2.8121 1.4342 -0.8127
C -3.2497 0.6566 -1.8704
C -4.4786 0.8435 -2.5600
C -4.7990 0.0183 -3.6139
C -3.9204 -0.9934 -3.9924
C -2.7436 -1.1061 -3.2723
N -2.4027 -0.3206 -2.2469
H -4.8046 8.0762 -2.7441
H -6.5014 7.5889 -2.6051
H -5.5334 7.0548 -3.9831
H -2.9947 6.3108 -2.4781
H -2.3147 4.2364 -1.2783
H -6.4035 3.3618 -0.4335
H -7.1010 5.4511 -1.6389
H -5.1515 1.6281 -2.2547
H -5.7357 0.1580 -4.1434
H -4.1389 -1.6632 -4.8153
H -2.0101 -1.8704 -3.5308
O -2.4067 -1.4523 3.1968
Cl -2.0740 -0.4910 4.2249
O -1.4596 -1.1745 5.3384
O -3.2489 0.2032 4.6599
O -1.1187 0.4427 3.6567
C 0.8472 4.7983 2.0877
Te -0.2946 3.0266 2.5254
C 1.5151 1.9959 3.0076
H 1.4373 5.0715 2.9617
H 0.1556 5.6105 1.8472
H 1.5074 4.6204 1.2357
H 2.1021 1.8512 2.1009
H 1.2275 1.0256 3.4200
H 2.0868 2.5540 3.7494
C 0.0524 -3.8480 3.9922
Sb 0.7758 -2.0932 2.9569
C 1.7923 -1.3367 4.7196
C 2.5763 -3.1424 2.3622
H 0.8581 -4.2382 4.6170
H -0.2516 -4.6120 3.2683
H -0.8019 -3.5674 4.6125
H 2.2539 -2.1786 5.2436
H 1.0648 -0.8482 5.3723
H 2.5683 -0.6197 4.4321
H 2.9772 -3.7133 3.2059
H 3.3342 -2.4318 2.0107
H 2.3533 -3.8293 1.5369

Properties
* E_tot: -94377.2358 eV
* highest occupied orbital energy: -1.293 eV
* energy relative to the best compared isomer or geometry (same formula, charge and spin): 2.289 eV
* net charge: -2
* M: 1074.5 g/mol
* HOMO-LUMO gap: 4.993 eV
* max |F|: 0.05297 Eh/bohr
* 2S+1: 1


[6]
A molecular structure, C33H50NO4Se2Ti, computed with ωB97M-V/def2-TZVPD.

Cartesian coordinates (Å):
Ti 0.7127 0.0312 0.1446
C -6.1443 -1.6297 -1.8844
C -5.6606 -1.2394 -0.4810
C -5.6829 -2.4841 0.4072
C -6.6217 -0.2065 0.1212
C -4.2565 -0.6436 -0.5957
C -3.1335 -1.3041 -0.0942
C -1.8911 -0.7325 -0.2639
N -0.6464 -1.2294 0.1961
C -0.4507 -2.0183 1.3576
C -0.8929 -3.3212 1.5527
C -0.5774 -3.9649 2.7375
C 0.2213 -3.2939 3.6754
C 0.7221 -2.0087 3.5063
C 0.3426 -1.3800 2.3179
O 0.7216 -0.0905 1.9754
C 1.6173 -1.3209 4.5321
C 2.9830 -1.0263 3.8938
C 1.8534 -2.2050 5.7579
C 0.9614 -0.0170 5.0063
C -1.0710 -5.3754 3.0571
C 0.1304 -6.3029 3.2798
C -1.9237 -5.9533 1.9284
C -1.9259 -5.3272 4.3315
C -1.7663 0.5456 -0.8344
O -0.4710 1.0631 -0.7305
C -2.8378 1.2217 -1.3868
C -4.0733 0.5693 -1.2447
C -2.8160 2.5885 -2.0746
C -3.4279 2.4401 -3.4756
C -1.4187 3.1896 -2.2442
C -3.6582 3.5712 -1.2489
H -7.1510 -2.0492 -1.8349
H -5.4853 -2.3761 -2.3316
H -6.1734 -0.7646 -2.5483
H -6.7082 -2.8417 0.5064
H -5.3065 -2.2721 1.4103
H -5.0957 -3.3008 -0.0182
H -7.6088 -0.6527 0.2521
H -6.7427 0.6665 -0.5205
H -6.2708 0.1366 1.0958
H -3.2205 -2.2573 0.4062
H -1.4753 -3.8091 0.7843
H 0.4663 -3.8154 4.5887
H 3.4552 -1.9494 3.5500
H 3.6437 -0.5664 4.6307
H 2.8952 -0.3420 3.0508
H 2.3498 -3.1424 5.5004
H 0.9221 -2.4357 6.2777
H 2.4975 -1.6736 6.4590
H 0.7940 0.6790 4.1864
H 1.6056 0.4705 5.7403
H 0.0025 -0.2225 5.4848
H 0.7546 -6.3576 2.3858
H -0.2152 -7.3109 3.5150
H 0.7557 -5.9668 4.1074
H -1.3640 -6.0362 0.9943
H -2.8176 -5.3529 1.7453
H -2.2543 -6.9560 2.2010
H -1.3526 -4.9802 5.1917
H -2.3047 -6.3235 4.5658
H -2.7799 -4.6596 4.2041
H -4.9463 1.0614 -1.6513
H -2.8601 1.7268 -4.0760
H -3.4102 3.4042 -3.9865
H -4.4637 2.1038 -3.4436
H -0.7603 2.5367 -2.8190
H -0.9432 3.4003 -1.2880
H -1.5134 4.1321 -2.7861
H -4.6879 3.2322 -1.1349
H -3.6791 4.5448 -1.7419
H -3.2353 3.7038 -0.2517
O 5.5125 -2.2554 -2.8483
C 4.2687 -2.1686 -3.5158
C 3.7219 -0.7551 -3.3139
C 4.5587 0.2232 -4.1496
O 4.0919 1.5358 -3.8896
C 2.2663 -0.6843 -3.7827
Se 1.0227 -1.5080 -2.4961
C 3.8129 -0.3273 -1.8490
Se 2.6547 -1.5085 -0.7870
H 5.9066 -3.1192 -3.0051
H 3.5593 -2.9092 -3.1284
H 4.3772 -2.3466 -4.5921
H 4.4448 -0.0347 -5.2084
H 5.6113 0.1081 -3.8783
H 4.6179 2.1692 -4.3876
H 2.1377 -1.2259 -4.7204
H 1.9624 0.3498 -3.9218
H 3.5020 0.7066 -1.7275
H 4.8141 -0.4709 -1.4475

Properties
* E_tot: -198517.6588 eV
* highest occupied orbital energy: -10.557 eV
* energy relative to the best compared isomer or geometry (same formula, charge and spin): 0.143 eV
* net charge: +1
* M: 730.6 g/mol
* HOMO-LUMO gap: 6.725 eV
* max |F|: 0.01108 Eh/bohr
* 2S+1: 1


[7]
A molecular structure, C5H9NO at a distorted geometry, computed with ωB97M-V/def2-TZVPD.

Cartesian coordinates (Å):
O -3.1379 0.4573 -0.9928
C -2.8899 0.2275 0.3062
N -1.8881 -0.4427 0.9209
C -1.1605 -1.0618 -0.0572
C 2.9266 -0.1325 1.2217
C 3.3554 0.0910 -0.0909
C 2.9814 0.9239 -1.1021
H -3.5311 -0.4933 -0.5196
H -3.3845 0.9403 0.9703
H -1.0271 -2.1218 0.1330
H -0.9738 -0.6809 -1.0535
H 2.1261 0.5029 1.5770
H 3.4980 -0.8467 1.7894
H 4.1549 -0.6213 -0.3065
H 3.6664 0.8862 -1.9378
H 2.2635 1.7260 -1.0079

Properties
* E_tot: -8858.9789 eV
* highest occupied orbital energy: -5.741 eV
* energy relative to the best compared isomer or geometry (same formula, charge and spin): 10.234 eV
* M: 99.1 g/mol
* HOMO-LUMO gap: 3.113 eV
* max |F|: 0.14273 Eh/bohr
* 2S+1: 1


[8]
A molecular structure, C15H35Cl2LiN2SbSi3, computed with ωB97M-V/def2-TZVPD.

Cartesian coordinates (Å):
Li -1.1461 1.2385 0.3653
N -4.2943 6.1011 -1.5599
C -3.5827 5.0091 -1.2083
C -2.3089 5.1178 -0.6278
C -1.6377 3.9754 -0.2692
N -2.1145 2.7318 -0.4388
C -3.3288 2.6366 -1.0025
C -4.0864 3.7126 -1.3943
H -3.9002 7.0209 -1.4842
H -5.1756 6.0122 -2.0317
H -1.8539 6.0849 -0.4624
H -0.6549 4.0575 0.1824
H -3.7142 1.6341 -1.1494
H -5.0577 3.5517 -1.8414
Cl -0.7667 1.7953 2.6968
C -1.5206 2.7107 4.0560
Cl -3.2640 2.6097 4.0263
H -1.2065 3.7412 3.9484
H -1.1336 2.2515 4.9569
C 2.1009 -4.2261 1.0067
Si 0.7103 -3.1762 1.6765
C -0.9006 -4.1220 1.6462
C 1.1026 -2.5925 3.4079
Sb 0.3548 -1.0774 0.2558
Si 0.0042 -1.9515 -2.1331
C 0.0687 -0.4740 -3.2814
C 1.2517 -3.2406 -2.6586
C -1.7250 -2.6685 -2.1546
Si 2.6739 0.0238 0.1595
C 3.0138 0.7199 1.8644
C 4.0509 -1.1353 -0.3451
C 2.5618 1.4481 -1.0546
H 2.1993 -5.1096 1.6441
H 3.0569 -3.7031 1.0132
H 1.9125 -4.5686 -0.0103
H -0.8206 -5.0078 2.2812
H -1.1499 -4.4600 0.6393
H -1.7287 -3.5153 2.0149
H 1.2143 -3.4534 4.0717
H 0.3063 -1.9609 3.8044
H 2.0348 -2.0271 3.4410
H 1.0731 -0.0596 -3.3663
H -0.5978 0.3263 -2.9516
H -0.2498 -0.7778 -4.2820
H 2.2803 -2.9078 -2.5183
H 1.1111 -3.4609 -3.7201
H 1.1221 -4.1728 -2.1078
H -2.4658 -1.9127 -1.8863
H -1.8353 -3.5017 -1.4596
H -1.9668 -3.0339 -3.1558
H 2.9948 -0.0478 2.6385
H 2.2823 1.4841 2.1335
H 4.0045 1.1817 1.8771
H 4.2593 -1.8722 0.4310
H 4.9636 -0.5546 -0.5033
H 3.8307 -1.6723 -1.2677
H 1.7227 2.1119 -0.8308
H 2.4502 1.1100 -2.0844
H 3.4753 2.0458 -0.9977

Properties
* E_tot: -74523.1887 eV
* highest occupied orbital energy: -10.858 eV
* energy relative to the best compared isomer or geometry (same formula, charge and spin): 0.000 eV
* net charge: +1
* M: 527.3 g/mol
* HOMO-LUMO gap: 8.834 eV
* max |F|: 0.00852 Eh/bohr
* 2S+1: 1


[9]
A molecular structure, C22H24FN3O3, computed with ωB97M-V/def2-TZVPD.

Cartesian coordinates (Å):
O 0.8204 -1.1145 1.1029
C 0.1872 -2.0702 1.5262
C 0.5073 -2.7872 2.7812
C 1.4776 -2.4174 3.6170
C 1.8027 -3.1457 4.8970
C 3.2346 -2.7119 5.2252
C 3.2558 -1.2509 4.7618
C 2.4365 -1.2608 3.4624
N -0.8872 -2.5815 0.8507
C -1.4385 -1.8902 -0.2943
C -2.5558 -0.9761 0.1065
C -3.2994 -0.0118 -0.8319
C -3.8126 0.5233 0.5290
N -4.3804 1.8554 0.6302
C -4.3555 2.4241 1.9365
O -3.5136 3.2261 2.2606
C -5.4756 2.1307 2.8528
C -6.5964 1.3570 2.7203
C -7.3280 1.5011 3.9376
C -8.5292 0.9846 4.4286
F -9.2342 0.1472 3.6456
C -8.9850 1.3105 5.6749
C -8.2292 2.1858 6.4799
C -7.0400 2.7271 6.0524
C -6.5999 2.3731 4.7719
N -5.4796 2.7434 4.0832
C -4.5803 -0.7097 1.0320
O -3.6414 -1.7410 0.6889
C -2.4059 0.2001 1.0885
H -0.0885 -3.6630 3.0192
H 1.1326 -2.7771 5.6826
H 1.6574 -4.2228 4.8229
H 3.4948 -2.8460 6.2737
H 3.9374 -3.2953 4.6233
H 2.7462 -0.6365 5.5101
H 4.2576 -0.8469 4.6262
H 3.0823 -1.4590 2.6026
H 1.9244 -0.3268 3.2420
H -1.4916 -3.2278 1.3295
H -0.6389 -1.3060 -0.7460
H -1.8012 -2.6131 -1.0277
H -2.6462 0.7065 -1.3222
H -4.0202 -0.4483 -1.5239
H -5.3482 1.8072 0.3194
H -6.8761 0.7555 1.8723
H -9.9179 0.8939 6.0277
H -8.6031 2.4359 7.4637
H -6.4699 3.3987 6.6797
H -4.7561 3.3798 4.3725
H -4.7556 -0.7021 2.1093
H -5.5262 -0.8773 0.5070
H -2.3133 -0.0416 2.1475
H -1.6572 0.9241 0.7763

Properties
* E_tot: -36533.5004 eV
* highest occupied orbital energy: -8.579 eV
* energy relative to the best compared isomer or geometry (same formula, charge and spin): 2.629 eV
* M: 397.4 g/mol
* HOMO-LUMO gap: 8.543 eV
* max |F|: 0.01516 Eh/bohr
* 2S+1: 1